{
  "formula": "C34H28AsBr2I2N2O2SZn",
  "method": "wB97M-V/def2-TZVPD",
  "total_charge": -1,
  "homo_ha": -0.1306,
  "e_tot_ha": -11729.25787,
  "gap_ev": 5.57,
  "lumo_ev": 2.02,
  "species": ["Zn", "C", "C", "C", "C", "C", "C", "Br", "C", "C", "Br", "C", "O", "C", "N", "H", "H", "H", "H", "H", "H", "I", "C", "C", "C", "I", "C", "C", "C", "C", "N", "C", "C", "O", "H", "H", "H", "H", "S", "C", "C", "C", "C", "C", "C", "H", "H", "H", "H", "H", "C", "As", "C", "C", "C", "C", "C", "C", "C", "C", "H", "H", "H", "H", "H", "H", "H", "H", "H", "H", "H", "H", "H"],
  "coordinates": [[0.312546, -0.123800, 0.256934], [3.236781, 1.182618, -2.294067], [3.566503, 1.396620, -0.845485], [4.624731, 2.253110, -0.465525], [4.892946, 2.456770, 0.857303], [4.115907, 1.800876, 1.834522], [4.278808, 1.938658, 3.235676], [5.641873, 3.064322, 3.943535], [3.455413, 1.281452, 4.101714], [2.443962, 0.443899, 3.611528], [1.316689, -0.447163, 4.846556], [2.237697, 0.221983, 2.259264], [1.351135, -0.572382, 1.794216], [3.095469, 0.948760, 1.359409], [2.833159, 0.774482, 0.044462], [4.080870, 1.437891, -2.934474], [2.381081, 1.796325, -2.582976], [2.959125, 0.142013, -2.459803], [5.209450, 2.746043, -1.231041], [5.690859, 3.117923, 1.168174], [3.571300, 1.401299, 5.169557], [-0.868369, 4.739752, -0.894824], [-2.063388, 3.176216, -0.215053], [-3.452988, 3.339673, -0.146760], [-4.273184, 2.324304, 0.264448], [-6.338363, 2.661031, 0.312295], [-3.725530, 1.074031, 0.641287], [-4.460752, -0.054031, 1.066467], [-3.815240, -1.209284, 1.404907], [-2.417725, -1.263272, 1.318670], [-1.705712, -0.232205, 0.929316], [-2.322031, 0.925349, 0.581780], [-1.439872, 1.981069, 0.123668], [-0.176824, 1.778072, 0.039195], [-3.876384, 4.291859, -0.435892], [-5.540350, 0.006094, 1.112260], [-4.364598, -2.084411, 1.721153], [-1.873504, -2.164840, 1.571642], [-2.201554, -1.504394, -2.083086], [-2.519980, -2.709129, -3.346506], [-3.397901, -2.323163, -4.358492], [-3.754951, -3.214393, -5.356852], [-3.224161, -4.496853, -5.374421], [-2.338693, -4.879379, -4.377241], [-1.993169, -3.998053, -3.362838], [-3.769920, -1.307284, -4.370116], [-4.434050, -2.894486, -6.136389], [-3.492928, -5.190079, -6.160849], [-1.915096, -5.875642, -4.380433], [-1.314429, -4.316777, -2.583772], [0.933438, -2.484623, -3.203403], [0.034251, -1.568630, -1.711916], [-0.060907, -3.315130, -0.558643], [0.297391, 0.341039, -3.097222], [-0.771127, 0.657970, -4.034884], [-0.846808, 0.068853, -5.309432], [-1.926962, 0.283565, -6.151467], [-2.976714, 1.103421, -5.762190], [-2.911281, 1.721271, -4.515042], [-1.833169, 1.508895, -3.677237], [0.394602, -2.224740, -4.108617], [0.942966, -3.566222, -3.063315], [1.949107, -2.100208, -3.275535], [0.684595, -4.042239, -0.891346], [0.205110, -3.020105, 0.460565], [-1.039710, -3.793137, -0.533716], [1.237866, 0.118500, -3.600726], [0.437273, 1.115671, -2.340343], [-0.034064, -0.565277, -5.645814], [-1.947607, -0.196678, -7.123032], [-3.820575, 1.271202, -6.418998], [-3.710547, 2.379308, -4.194952], [-1.801128, 2.001988, -2.708649]],
  "forces_ev_per_a": [[0.6, 0.1, -0.3], [0.2, 0.1, 0.1], [0.0, 0.0, -0.2], [0.1, 0.0, 0.1], [0.0, 0.0, -0.1], [0.0, 0.0, 0.0], [0.0, 0.0, 0.0], [0.0, 0.0, 0.0], [0.0, 0.0, 0.0], [0.1, -0.1, 0.1], [0.0, 0.0, 0.0], [0.2, 0.2, 0.2], [-0.6, -0.6, 0.3], [0.1, 0.3, 0.0], [0.0, 0.0, -0.1], [0.0, 0.0, 0.0], [0.1, 0.0, 0.0], [0.0, 0.1, 0.0], [0.0, 0.0, 0.0], [0.0, 0.0, 0.0], [0.0, 0.0, 0.0], [0.0, 0.0, 0.0], [0.0, 0.1, 0.0], [-0.1, 0.0, 0.0], [-0.1, 0.0, 0.0], [0.0, 0.0, 0.0], [0.1, 0.0, 0.0], [0.0, 0.0, 0.0], [0.0, 0.0, 0.0], [0.1, 0.1, 0.1], [-0.2, -0.1, -0.1], [-0.1, 0.0, 0.0], [-0.1, 0.0, 0.0], [0.1, 0.0, 0.0], [0.0, 0.0, 0.0], [0.0, 0.0, 0.0], [0.0, 0.0, 0.0], [0.0, 0.0, 0.0], [-0.1, -0.2, 0.2], [0.0, 0.1, -0.1], [0.0, 0.0, 0.0], [0.0, 0.0, 0.0], [0.0, 0.0, 0.0], [0.0, 0.0, 0.0], [0.0, 0.0, 0.1], [0.0, 0.0, 0.0], [0.0, 0.0, 0.0], [0.0, 0.0, 0.0], [0.0, 0.0, 0.0], [0.0, 0.0, 0.0], [0.0, -0.1, 0.2], [-0.1, 0.0, -0.3], [0.0, 0.0, 0.0], [-0.3, -0.1, -0.1], [0.0, -0.1, 0.0], [0.0, 0.0, 0.0], [0.1, 0.0, 0.0], [0.0, 0.0, 0.0], [0.0, 0.0, 0.0], [0.0, 0.0, 0.1], [-0.1, 0.0, -0.1], [0.0, 0.1, 0.0], [0.0, 0.0, 0.0], [0.0, 0.0, 0.0], [0.0, 0.0, 0.0], [0.0, 0.0, 0.0], [-0.1, 0.0, 0.0], [-0.1, -0.1, -0.1], [0.0, 0.0, 0.0], [0.0, 0.0, 0.0], [0.0, 0.0, 0.0], [0.0, 0.0, 0.0], [0.0, -0.1, -0.1]]
}

{
  "formula": "C34H28BrF3O4P",
  "method": "wB97M-V/def2-TZVPD",
  "total_charge": -1,
  "homo_ha": -0.1678,
  "e_tot_ha": -4828.40604,
  "gap_ev": 5.59,
  "lumo_ev": 1.02,
  "species": ["C", "C", "C", "P", "Br", "C", "C", "C", "F", "F", "F", "H", "H", "H", "H", "H", "H", "H", "H", "H", "H", "H", "H", "C", "C", "C", "C", "C", "C", "C", "O", "C", "C", "C", "C", "C", "C", "C", "O", "H", "H", "H", "H", "H", "H", "H", "H", "C", "C", "C", "C", "C", "C", "C", "O", "C", "C", "C", "C", "C", "C", "C", "O", "H", "H", "H", "H", "H", "H", "H", "H"],
  "coordinates": [[-2.056683, -3.343801, -0.749853], [-1.348982, -4.355845, -0.364837], [-1.056615, -4.572152, 1.063997], [0.839797, -4.519664, 1.447455], [0.553488, -2.257840, 2.311990], [1.148910, -6.285115, 0.733963], [2.473098, -6.487298, 0.014785], [2.699339, -5.647088, -1.214776], [3.462325, -6.296238, -2.092101], [1.616186, -5.343317, -1.873321], [3.320696, -4.538091, -0.954536], [-2.461904, -3.253058, -1.738678], [-2.254015, -2.546532, -0.059717], [-0.971976, -5.020075, -1.123129], [-1.391256, -5.560841, 1.353366], [-1.523294, -3.803600, 1.649398], [1.080139, -3.886966, 0.171551], [2.236287, -4.444938, 1.825794], [0.543346, -5.029428, 2.777277], [1.183751, -6.923296, 1.608849], [0.307459, -6.632566, 0.151905], [3.289698, -6.291662, 0.696891], [2.580261, -7.514033, -0.307633], [-6.681096, 5.771226, 0.273008], [-7.509620, 4.688487, -0.004097], [-7.042179, 3.396712, 0.162227], [-5.740957, 3.179434, 0.596318], [-4.903875, 4.264796, 0.853699], [-5.382042, 5.559772, 0.699977], [-3.488232, 4.054413, 1.278363], [-2.768990, 5.007962, 1.505789], [-2.991581, 2.661414, 1.405506], [-1.662711, 2.441450, 1.746620], [-1.185703, 1.148559, 1.882282], [-2.035414, 0.066009, 1.685968], [-3.360774, 0.275977, 1.338890], [-3.843870, 1.570762, 1.189490], [-5.258430, 1.778995, 0.787319], [-6.012814, 0.843205, 0.611360], [-7.050572, 6.781403, 0.150336], [-8.522192, 4.855156, -0.348809], [-7.684130, 2.552006, -0.046913], [-4.732863, 6.398233, 0.911889], [-1.001966, 3.283384, 1.901161], [-0.148343, 0.975853, 2.138335], [-1.642525, -0.937460, 1.800372], [-4.020964, -0.565765, 1.179659], [2.810708, -1.697413, -1.917580], [3.754371, -1.476915, -2.915236], [4.404472, -0.257608, -3.002590], [4.106232, 0.753551, -2.098571], [3.140684, 0.538886, -1.107377], [2.504558, -0.693222, -1.015803], [2.771184, 1.624715, -0.158198], [1.938033, 1.453097, 0.704807], [3.448269, 2.948006, -0.301029], [3.080504, 3.991786, 0.537729], [3.706012, 5.220950, 0.427734], [4.709538, 5.411763, -0.517046], [5.076166, 4.376680, -1.358606], [4.442072, 3.144571, -1.260132], [4.825711, 2.049939, -2.197256], [5.701927, 2.223529, -3.022372], [2.311521, -2.655132, -1.840797], [3.984579, -2.262108, -3.623883], [5.142747, -0.086461, -3.774010], [1.771374, -0.874446, -0.244982], [2.302477, 3.838970, 1.273111], [3.413956, 6.034154, 1.079627], [5.202360, 6.372251, -0.597533], [5.852331, 4.521912, -2.097398]],
  "forces_ev_per_a": [[-1.1, 1.7, -0.8], [0.7, -1.1, 0.7], [1.2, -0.1, -0.4], [-0.2, -2.1, -0.7], [0.2, 1.1, 0.5], [0.2, 0.6, 0.5], [-0.4, -0.1, 0.1], [0.0, -1.5, 1.1], [1.2, -1.0, -1.0], [-2.1, 0.4, -1.0], [1.2, 2.1, 0.6], [0.2, 0.3, -0.6], [-0.6, 0.2, 0.3], [0.0, -0.7, 0.0], [-0.1, -0.3, 0.3], [-0.4, 0.1, 0.4], [0.1, 0.2, 0.1], [0.0, 0.3, -0.1], [-0.1, 0.2, 0.1], [0.0, -0.2, 0.3], [-0.2, 0.0, -0.4], [0.3, 0.2, 0.1], [0.0, -0.4, -0.1], [0.0, 0.0, 0.0], [0.0, 0.0, 0.0], [-0.2, 0.1, 0.0], [0.1, 0.1, 0.0], [0.0, -0.1, 0.0], [-0.1, 0.1, 0.0], [0.3, 0.1, 0.1], [-0.1, 0.0, 0.0], [-0.1, 0.0, -0.1], [0.1, -0.1, 0.0], [0.0, 0.0, 0.0], [-0.1, 0.0, 0.0], [0.1, 0.0, 0.0], [0.0, 0.1, 0.0], [0.0, -0.3, 0.0], [0.0, 0.1, 0.0], [0.0, 0.0, 0.0], [0.0, 0.0, 0.0], [0.1, -0.1, 0.0], [0.1, -0.1, 0.0], [-0.1, 0.1, 0.0], [0.0, -0.1, 0.0], [0.0, 0.1, 0.0], [-0.1, 0.1, 0.0], [0.0, -0.1, -0.1], [0.0, 0.0, 0.1], [0.0, -0.1, -0.1], [-0.1, 0.1, 0.1], [0.1, 0.1, -0.1], [-0.1, 0.0, 0.0], [-0.2, -0.2, 0.1], [0.0, 0.1, 0.0], [0.1, 0.0, -0.1], [0.0, 0.1, 0.1], [0.1, 0.0, 0.0], [0.0, 0.0, 0.0], [0.0, 0.2, 0.0], [-0.1, -0.1, 0.1], [0.2, -0.1, -0.2], [0.0, 0.0, 0.0], [0.0, 0.1, 0.0], [0.0, 0.0, 0.0], [0.0, 0.1, 0.1], [-0.1, 0.1, 0.2], [0.0, -0.1, 0.0], [0.0, 0.0, 0.0], [0.0, 0.0, 0.0], [0.0, -0.1, 0.0]]
}